No. 1
# C58H47N3O4PSe2TeW

A structure of composition C58H47N3O4PSe2TeW in a non-equilibrium geometry (the ωB97M-V functional and the def2-TZVPD basis, the Open Molecules 2025 dataset).

Output
* HOMO (spin up / spin down): -9.16 / -9.67 eV
* LUMO level (spin up / spin down): -4.3 / -4.1 eV
* total charge: +1

CARTESIAN COORDINATES (ANGSTROEM)
C -0.74238 -2.58250 -3.90799
C -0.34610 -2.40582 -2.59681
H -1.67877 6.53433 -4.69980
O 2.12428 0.43878 -0.16247
H -1.99219 7.08040 4.53839
H -1.03763 -2.60662 -1.79295
H -3.53261 0.67631 -5.04197
C 6.25285 -3.43382 -0.50785
H 6.48112 -0.84448 0.33602
H -5.89986 -3.26968 4.85911
C -3.14168 -5.71975 -1.54391
Se -2.16246 2.04298 0.49708
H 2.20518 -2.02542 -5.47352
H 5.95843 -4.26863 0.12996
N -2.33598 -1.03146 0.56228
C 2.63473 2.01812 3.62016
H -3.93012 -2.25642 5.94516
H 1.91479 1.53851 4.26796
C 0.85928 1.25930 -3.04872
H 6.37006 -3.82152 -1.52019
H -3.77284 6.46122 2.94397
C -3.18256 -1.51354 2.70348
C 1.30145 -2.31160 1.40096
C -0.50662 6.34414 -2.91531
C 4.49016 -0.12004 0.20094
C -2.75560 6.13530 2.77374
H 0.46281 5.90354 -1.03800
C -1.89424 -1.03418 4.72865
H 2.54309 3.87676 4.68181
C 1.46481 -1.87463 -0.95622
H -0.06306 0.01432 4.45802
O -0.05864 0.78225 -2.05240
C 3.18334 -0.42142 -0.19938
C -4.04608 -2.21980 4.86946
C -2.73122 -5.25356 -0.30407
C -3.87995 -0.38148 -3.20579
H -2.77933 3.31948 -2.08834
H -3.23026 5.04991 0.97611
H 4.20328 4.99135 3.21700
C 0.16434 -2.45280 -4.94965
O 5.98460 1.68166 0.29824
H 1.84076 1.29558 -2.58132
C 3.91959 3.96249 3.03851
C 1.88475 -1.89882 -3.37112
H -1.76872 -2.84383 -4.12164
C 4.50269 3.25667 2.00280
H -1.79460 -1.09167 5.80384
C -0.44730 6.06300 3.45846
C -2.31714 4.86999 -3.51433
H 0.88436 0.57568 -3.89632
H -3.93997 -1.30320 -1.25251
C -0.89407 -6.39664 -2.03518
H 0.32517 6.33892 4.16422
W 0.23248 0.31471 0.15080
H 3.64528 -3.62391 -1.25116
C -0.47782 -5.92166 -0.80105
H 0.13397 7.18383 -3.14808
N -1.50992 -0.52911 -0.35773
H 0.82797 -1.84402 2.26307
C 4.17159 1.91996 1.77456
C -3.04278 -1.58764 4.10689
C -1.39080 -5.32211 0.05800
H 2.96565 0.25926 2.45570
C -2.14714 4.16625 -2.32926
P -0.86808 3.72236 0.14168
C -0.13689 5.28075 2.35496
C -1.16293 4.57034 -1.43890
H 7.21468 -3.05389 -0.17158
H -4.47380 -1.93048 1.05446
C 4.94890 1.21385 0.71546
C -2.22366 -6.29005 -2.41359
C 5.19747 -2.36422 -0.45558
C 2.90606 -1.69098 -0.73142
C -1.03247 -0.33503 2.58911
O -0.03654 0.28574 1.91654
C -2.45694 5.35294 1.67256
C -1.84348 0.79411 -3.74723
C -3.37595 -0.72365 -1.96523
H 5.24380 3.71259 1.36074
H -0.16953 -6.84000 -2.70581
H 2.37499 -2.09828 1.44759
C 2.98570 3.33878 3.85339
H 1.54502 -4.33186 0.63968
H -2.54913 -6.66263 -3.37597
Te -0.81782 -4.55532 1.96124
H 0.56666 2.25985 -3.36806
C 1.17368 -3.84458 1.54178
C -2.09165 -0.32212 -1.60742
H 1.78299 -4.15207 2.38975
H 0.56083 -6.01349 -0.50823
C -1.14556 4.92594 1.47173
H -3.44540 -4.83083 0.38708
H -6.17544 -3.09607 2.40569
C -1.51442 5.96572 -3.79453
C -3.12608 0.38231 -4.08482
H 0.87380 4.94054 2.17037
C 3.21785 1.30578 2.58474
C -4.34257 -2.04587 2.11865
C -5.14470 -2.77175 4.26695
C -0.32419 5.64296 -1.73648
C -1.33574 0.42724 -2.52069
H 2.90727 -1.61174 -3.16773
C -0.93452 -0.41767 3.98468
C -1.75130 6.48283 3.66956
H -4.88187 -0.68469 -3.47643
C 1.48740 -2.11695 -4.66924
C -5.29673 -2.67777 2.87820
C -2.13055 -0.91769 1.88402
H -1.27500 1.39647 -4.44099
N 0.69603 -1.72646 0.17136
H -3.08427 4.56330 -4.21307
H -0.15102 -2.61395 -5.97138
C 5.47117 -1.10264 0.04376
C 3.89726 -2.64669 -0.85496
Se 1.13559 2.84031 0.10493
C 0.97963 -2.04531 -2.29081
H -4.18187 -5.63748 -1.83242

=====

No. 2
# C58H48LuNO2P3S2Si

A structure of composition C58H48LuNO2P3S2Si in a non-equilibrium geometry (the ωB97M-V functional and the def2-TZVPD basis, the Open Molecules 2025 dataset).

Output
* HOMO: -8.93 eV
* LUMO level: -2.3 eV
* total charge: +1

CARTESIAN COORDINATES (ANGSTROEM)
H -3.26470 -2.12180 -0.08250
C 5.17500 0.79820 -4.59160
C -5.72410 -2.98450 2.06390
H 3.56580 3.56630 1.62950
H -2.27000 7.48000 -2.86080
C 5.94910 -0.04450 0.52380
C 5.23820 -0.70390 -4.32670
C -5.08230 -2.72920 0.86440
H 4.49460 -0.63210 1.98000
H 3.71470 2.32570 3.53450
P -1.04340 2.11310 -1.42360
O 0.22360 -2.26270 -0.73880
C 2.34170 -0.86750 5.18840
C 5.33790 1.79260 -0.89340
C -2.62250 1.70570 0.84390
H 4.85830 -1.27500 -5.18520
H 2.80390 5.84700 2.06010
C 3.33000 1.42890 3.99510
C 6.25550 0.82620 -0.51050
H -5.94120 1.21720 1.33830
H -1.97450 -4.46530 2.96550
C -5.04090 1.66050 -0.55330
C 0.73270 5.30260 2.18750
C -1.35940 3.84190 -1.96420
H -0.48400 -0.30050 -6.53490
C 4.11100 1.87800 -0.25940
C 0.24770 1.10020 -5.09120
C 3.18100 -0.02690 5.89730
H -0.88040 1.35370 6.76450
N 4.39690 -0.95000 -3.17570
H -1.04520 -2.43000 4.80540
C 3.39660 -0.09650 -2.94490
C 0.03380 1.67120 -3.85410
H -5.97770 1.65250 -1.09240
O -1.47640 -0.95420 -1.15110
H 5.57800 2.48360 -1.68850
P -1.30220 -1.66660 1.95620
C -2.12040 4.11780 -3.09850
C 2.08200 5.04510 2.01300
S 2.13360 -0.43880 -1.93800
C 2.49930 0.57820 3.27020
C -0.87020 -2.04110 -1.28180
H 4.30180 1.79920 5.85530
C -5.03930 -2.82530 3.25680
H 3.46040 -0.26580 6.91180
H -2.83730 0.09040 -2.99180
C 1.25020 -5.44520 2.67500
H -2.45310 3.31590 -3.74220
C -2.44610 5.42330 -3.41570
H -6.75480 -3.30390 2.07190
H 6.25980 -1.02640 -4.11390
H 2.86450 -4.20850 2.00480
P 2.12760 0.96720 1.51590
C -2.64350 1.86920 -0.55090
Lu 0.11650 -0.19290 -0.07690
C 0.99370 -3.17380 1.96330
C 3.81130 1.03170 0.80730
C 1.99470 -0.56130 3.88360
H -3.20260 -2.29320 4.19190
C -1.22860 6.19660 -1.50120
H 1.95900 -1.76730 5.64640
C -3.05750 -2.18650 2.04930
C -1.12090 0.68270 3.44930
C 0.22170 2.95870 1.89220
H -5.61970 -2.83580 -0.06520
C 1.59180 2.70940 1.71480
H 4.38820 -1.85540 -2.72710
H 6.66200 -0.79680 0.83090
C -5.02200 1.42660 0.81230
C -2.01010 6.46340 -2.61180
H 0.73390 2.40200 -3.46270
C -1.97820 0.38410 -3.57710
C -3.85600 1.89560 -1.22840
C 4.73460 0.05260 1.17730
H -0.92260 2.48390 4.58130
C -0.99620 -0.60680 5.92330
H -0.28950 4.68570 -0.31090
H -0.87620 7.00920 -0.88500
H -1.24040 4.47380 2.23520
H -0.54790 -6.45200 3.24130
C -0.99950 1.40790 4.62820
C -1.75750 -0.18800 -4.81950
C -3.71580 -2.42530 3.25280
H 1.87310 -6.31630 2.82740
H 1.42120 -2.28330 1.49640
C -1.08050 1.32270 -3.08430
H 0.40180 6.31200 2.37800
H 3.38330 2.60890 -0.58770
H -1.34800 -2.84570 -1.87410
H -2.44550 -0.92730 -5.20080
H -0.94750 -1.10740 6.87730
Si -0.93950 1.44460 1.70550
H 5.17010 1.04210 -5.65140
S 3.59310 1.36900 -3.85810
C -3.75750 -2.33190 0.85440
H -3.81460 1.30760 2.57350
H -3.88040 2.08860 -2.28970
C 2.51130 3.75120 1.77800
C -0.36480 -3.21300 2.28880
C -1.16500 -0.71570 3.52660
H -5.54020 -3.01000 4.19510
H -3.04580 5.62920 -4.29040
C -0.65060 0.16240 -5.57520
C -0.90090 4.89200 -1.17750
C -0.91610 -4.40310 2.75410
C -1.08210 -1.35080 4.75980
H 7.21480 0.76070 -1.00430
H 5.98370 1.33710 -4.09890
C -0.11000 -5.51740 2.92550
C -3.82300 1.47340 1.50390
C -0.18610 4.26680 2.11920
C -0.95840 0.77510 5.85730
C 3.66160 1.12880 5.30250
H 1.11130 1.38470 -5.67500
C 1.80320 -4.26770 2.19780
H 1.32260 -1.21300 3.34770